Entry 1:
Entry from the OMol25 dataset: a molecular structure, C19H35N3O2RhS (ωB97M-V/def2-TZVPD).

Calculated values
Energy above the lowest of the compared OMol25 structures with the same formula, charge and spin, eV: 0.000
Kohn-Sham gap, eV: 6.56
E_tot, a.u.: -1567.41818
LUMO, hartree: -0.417

The geometry in ORCA input format:
```
! wB97M-V def2-TZVPD RIJCOSX def2/J DEFGRID3
* xyz 3 1
H -0.71168 -2.84118 2.02902
H 1.52035 0.60600 -1.94477
H -0.23035 2.05741 -4.12245
H -1.61311 0.91896 4.98339
C -1.89864 2.73006 -2.49472
H 1.19646 -1.66880 -1.98087
C -1.54389 -2.40277 -1.19900
H 0.55893 -3.78920 -0.87704
C 2.43566 -0.73288 1.01056
H -2.18435 -0.73653 -5.20373
C 2.73125 2.81426 4.12294
O -0.12274 -0.64710 2.16584
C -1.46681 0.08091 4.30089
C -1.31648 -2.93390 1.13575
C 2.10999 0.49645 -1.04024
H 1.03008 3.05948 2.82810
H -2.24380 1.85452 -5.22768
N 1.57342 -0.61209 -0.20413
C 1.56342 2.39722 3.49996
C -2.76381 1.22153 -4.50078
C 3.38081 1.96497 5.00823
C 1.07043 1.12636 3.78892
C -0.93291 1.62141 -2.36143
H -1.44235 -3.98849 0.88412
H -2.29864 -2.49060 1.29133
H -2.46312 -1.84355 -1.02677
H -1.79919 -3.45549 -1.33167
O -0.96003 0.89980 -1.30746
C 0.69014 -2.89046 -0.27179
C -3.09169 2.02054 -3.22421
H -3.59580 1.36899 -2.50653
H 3.12273 3.80327 3.92874
H 2.46645 0.22222 1.52873
H -0.09260 -0.80016 -3.50228
H -1.49797 3.52301 -3.12801
H -1.04734 -2.04037 -2.09141
H 1.31996 -0.72243 4.90035
S -0.41681 0.67308 2.99171
H -3.79584 2.81171 -3.48013
C 1.56887 -1.89069 -0.98162
H 4.28550 2.29694 5.50026
C 2.87776 0.69362 5.28327
C 1.71096 0.26290 4.68027
H 3.14249 0.26154 -1.30624
N -0.21649 1.30749 -3.44113
C -2.01968 -0.12071 -4.31964
H 2.05824 -1.49109 1.68577
H -3.72182 0.99263 -4.96683
N -0.64861 -2.26672 -0.01737
H 3.43912 -0.99675 0.67351
H 3.39219 0.04604 5.98022
H -2.21182 3.14195 -1.53969
H -0.98371 -0.75173 4.80856
H -2.41640 -0.21705 3.86100
H 2.59114 -2.26022 -1.08181
H 1.10643 -3.19231 0.68703
H 2.10090 1.41893 -0.46085
H -2.47483 -0.65910 -3.48218
H 0.04794 0.01452 -5.04257
C -0.50050 0.00752 -4.10394
Rh -0.36779 -0.27384 0.21249
*
```



Entry 2:
Entry from the OMol25 dataset: a molecular structure, C19H35NO2OsP2 at a distorted geometry (ωB97M-V/def2-TZVPD).

Calculated values
Energy above the lowest of the compared OMol25 structures with the same formula, charge and spin, eV: 5.930
Kohn-Sham gap (alpha / beta), eV: 5.53 / 4.61
⟨S²⟩: 6.01
E_tot, a.u.: -1722.59150
LUMO (alpha / beta), hartree: -0.247 / -0.382

The geometry in ORCA input format:
```
! wB97M-V def2-TZVPD RIJCOSX def2/J DEFGRID3
* xyz 2 5
Os 1.82022 -1.03160 0.43794
H -5.12954 0.04318 -0.70895
H -0.25144 1.51431 4.25633
H -1.03612 1.71822 1.80988
H 3.40281 1.94311 -1.22101
C -2.06697 -0.33351 0.78123
C 2.17028 0.51471 2.70403
H 3.02223 -2.15063 2.35462
C 0.32106 -1.40932 -2.55512
H -1.66576 -2.36889 -0.91678
H 2.26186 -3.87948 -0.50520
C -1.58147 2.79265 -0.09235
H -0.93474 0.48911 -0.92120
P 0.77188 -2.04472 -0.96063
H -3.49664 -1.67583 0.37025
H 0.06919 -0.25518 0.38701
H 0.52129 2.26208 -3.79273
H 0.21902 0.15619 5.27019
C 0.40176 0.62925 4.30535
C 2.47785 2.32356 -1.67585
C 2.12477 -2.53151 1.79989
H 3.27821 -2.47230 -0.65001
C -3.17187 -0.65363 0.12742
H 1.99444 2.10523 4.15126
C -4.16465 0.42066 -0.30952
H -0.18942 2.86911 -2.34491
H -0.83170 -3.72483 0.00037
H -4.47641 0.92049 0.62371
O -0.61767 -1.29547 3.18972
O 3.29825 0.41860 2.19857
C 1.36521 -0.45600 -3.09543
H -2.55122 0.57691 -1.53832
H -0.85013 1.46700 -3.13389
H -1.17768 3.81258 -0.10953
C 0.09913 1.92706 -2.82602
H 2.22212 -3.60586 1.52152
C 1.84478 1.02951 4.08443
H 2.53069 0.61982 4.82998
H 2.64493 2.79861 -2.66270
H -1.92892 -0.78186 1.76243
C 0.12229 -0.32455 3.15684
H 1.19145 -2.33431 2.40751
H 2.36913 -0.90534 -3.11664
C 2.33565 -2.92929 -1.05009
H -3.45395 3.33314 -0.76700
C -3.31489 1.29623 -1.25621
H 1.99915 3.05596 -1.00012
C -0.89882 0.39434 0.17108
H 0.31305 2.13726 0.77836
H 0.23159 -2.29682 -3.17797
C -0.78135 -3.05889 -0.88959
H -0.67283 -0.93944 -2.50324
H -3.90050 1.43666 -2.16318
N 1.04200 -0.01251 2.12635
H 1.04607 -0.05017 -4.07393
P 1.31405 0.86463 -1.71768
C -2.74371 2.51292 -0.65274
C -0.75152 1.83132 0.74239
H 2.47713 -3.04933 -2.12998
H -0.66360 -3.64312 -1.83012
*
```



Entry 3:
Entry from the OMol25 dataset: a molecular structure, C19H35NO2P2Zn at a distorted geometry (ωB97M-V/def2-TZVPD).

Calculated values
Energy above the lowest of the compared OMol25 structures with the same formula, charge and spin, eV: 5.328
Kohn-Sham gap (alpha / beta), eV: 7.53 / 7.53
E_tot, a.u.: -3411.99069
LUMO (alpha / beta), hartree: 0.008 / 0.008

The geometry in ORCA input format:
```
! wB97M-V def2-TZVPD RIJCOSX def2/J DEFGRID3
* xyz 0 1
C -0.18112 -3.23019 0.15337
H 2.61514 -2.07064 2.96950
H 0.47203 -3.42898 1.01024
H 2.49268 -3.68362 1.37156
H -3.50822 1.45530 -2.48824
C 3.31578 -2.81643 -0.43895
Zn -1.87369 0.39723 0.37843
H 4.69595 -0.21576 0.19014
H 4.36783 -2.64848 -0.70781
C -0.83396 4.73461 0.77064
H -0.98692 -1.28956 -3.32855
C -1.80053 -1.09868 -2.60741
H -4.25874 0.13142 1.34898
H -2.75285 -1.04717 -3.16127
H 3.05787 -3.80753 -0.85759
H 0.52912 0.65441 -2.94506
H 0.28872 2.11449 -1.95074
C -0.57001 3.24160 0.55331
N -1.73562 2.52905 0.76432
H -3.51645 1.48051 -0.69084
O -3.99008 3.10641 0.97451
H 1.73789 0.47790 0.14239
H 2.76757 -0.21363 -2.47389
H -2.82703 -2.11026 -0.92695
C 3.07652 -1.78573 2.00998
C -0.33168 -1.09957 1.73928
H -3.06279 0.32194 2.66381
C 3.84472 0.27155 0.68120
H -2.84471 5.56868 0.83529
C 2.71567 0.48013 -0.36443
C 3.42791 -0.50060 1.87825
C 2.44611 -1.86564 -1.18929
C 3.28211 -2.95877 1.11696
C -2.24756 4.78590 1.30459
C -2.80208 3.39474 1.01039
H -0.60436 1.92814 -3.48117
H -3.86144 -0.02759 -1.53297
H 4.18128 1.26440 1.02072
H 1.61307 -2.31285 -1.76345
C -3.27131 -0.19963 1.71537
H 0.64605 -0.61306 1.85350
H -1.14099 -3.75123 0.29592
H -1.10822 -0.45411 2.17361
H 0.31107 -3.62144 -0.74751
H -1.54908 -3.05024 -1.77047
C -1.84560 -2.06283 -1.42170
C 2.75299 -0.56748 -1.43601
H -0.32577 -2.05542 2.27385
C -0.20916 1.39952 -2.61479
H 2.80031 1.47669 -0.82141
H 4.21502 -3.50881 1.36422
H -0.73747 5.25155 -0.19850
P -0.46537 -1.37519 -0.11947
H -3.29324 -1.28402 1.90796
P -1.47865 0.49007 -1.71654
H 3.46322 0.06687 2.80892
H -0.08925 5.14673 1.46311
H -2.23806 4.94290 2.38992
C -3.28030 0.89254 -1.58804
O 0.50568 2.74981 0.20882
*
```



Entry 4:
Entry from the OMol25 dataset: a molecular structure, C19H36BBr2N2O7P at a distorted geometry (ωB97M-V/def2-TZVPD).

Calculated values
Kohn-Sham gap, eV: 9.09
E_tot, a.u.: -6896.13761
LUMO, hartree: 0.012

The geometry in ORCA input format:
```
! wB97M-V def2-TZVPD RIJCOSX def2/J DEFGRID3
* xyz 0 1
C -1.91307 1.48058 0.44812
C -2.01243 2.79526 1.24851
C -0.63307 -3.69817 -5.62470
O -0.62657 -2.46264 0.16320
B -1.05714 -0.34481 2.26556
H 2.23178 0.41497 -0.80281
O 0.07142 -4.42522 -3.46912
C 4.46401 1.40030 2.04538
Br -4.78963 1.61425 -2.12534
H -3.65468 0.52662 1.31873
C -0.03615 -4.67965 -4.64983
H -2.52874 3.55103 0.65677
C -5.72231 1.52487 0.52495
N -0.36601 0.99099 -1.26502
H -0.41104 -6.51729 -5.67968
H 7.45881 0.20338 1.26516
O -2.64145 3.77575 3.41951
H 1.18733 -5.83379 -5.97115
C 1.64025 0.70790 0.06299
H 4.43103 1.17253 3.11648
H 0.83472 -6.61514 -4.41111
H -0.92901 -2.78614 -5.11132
C -1.38445 1.84027 -0.94355
O -0.32160 -1.55490 -2.24382
H -2.61783 1.68211 3.05615
N 1.79977 -2.04163 -0.74105
H 0.09350 -3.45767 -6.40243
H -1.01101 3.17891 1.44732
H -1.50475 -4.14014 -6.10988
H 2.01241 -0.84302 1.49879
H 5.97195 1.87661 0.59187
O -2.09517 -1.24092 2.26754
H 0.28728 0.50024 3.42834
C -2.70523 2.65310 2.57131
H -0.11372 1.39477 1.50586
C 0.42557 -5.99958 -5.20768
C 3.85932 0.24528 1.24558
H -0.27285 -2.45616 -2.61321
H 4.27093 -0.70371 1.59303
H 2.19147 -2.32990 -1.62658
C -4.42026 1.78558 -0.22134
H 3.85681 2.29876 1.88908
C 5.91258 1.71203 1.67095
H 6.39615 -0.19601 2.62179
H -4.61354 3.06099 3.62426
P 0.32301 -1.56836 -0.77514
H -6.55102 2.05701 0.06308
Br -3.29484 -0.80822 -0.68224
C -0.73716 0.62996 1.02980
H 6.18789 2.65995 2.13829
H -5.62659 1.83728 1.56704
H -5.95538 0.45880 0.49572
C 2.32634 0.18535 1.32924
H 1.55520 1.79943 0.10594
O -1.80483 2.74274 -1.63834
H -4.28233 4.12570 2.13467
H 0.25521 1.29066 -2.00288
C 6.90645 0.61923 2.10694
H 4.16508 0.35940 0.20116
H 2.01217 0.80694 2.17526
C 0.20225 0.20142 -0.15465
H -1.00259 -3.21100 -0.31402
H 7.64820 1.01858 2.79973
C -3.31769 0.84310 0.33209
O -0.33985 -0.22681 3.42416
H -4.09490 2.81524 -0.12932
C -3.92413 3.41137 2.86685
H -1.82742 -2.15682 2.36411
*
```